The following is a DFT calculation (ωB97M-V/def2-TZVPD) of a structure of composition C39H35ClN3S2Sb2W in a non-equilibrium geometry.

Results
Lowest unoccupied orbital energy (alpha / beta) ... 1.63 / 1.79 eV
Total charge ... -1
E_tot ... -94573.41989 eV
Energy above the lowest of the compared OMol25 structures with the same formula, charge and spin ... 0.520 eV
2S+1 ... 3
HOMO level (alpha / beta) ... -4.282 / -4.341 eV
HOMO-LUMO gap (alpha / beta) ... 5.91 / 6.13 eV

XYZ file:
```
83
Properties=species:S:1:pos:R:3:mulliken_spin:R:1
W -0.48 -0.15 -0.27 1.93
C 0.00 -2.86 3.00 0.02
C 0.72 -1.58 3.44 0.02
C -0.25 -0.48 3.94 -0.02
Sb -1.01 0.68 2.23 -0.18
C -1.24 1.43 -1.26 -0.06
C -0.47 2.30 -2.13 -0.02
C -1.09 3.52 -2.53 -0.05
C -2.38 3.89 -2.08 0.09
C -3.14 2.94 -1.40 -0.04
C -2.59 1.72 -1.04 0.10
C -0.19 2.69 2.68 0.01
C 1.08 3.00 3.16 0.00
C 1.53 4.33 3.18 0.00
C 0.67 5.32 2.70 0.00
C -0.63 5.04 2.34 0.00
C -1.02 3.68 2.24 0.00
Sb -1.03 -2.51 1.06 0.03
C -2.77 -3.64 1.77 -0.01
C -3.98 -3.18 1.26 0.01
C -5.22 -3.77 1.67 0.00
C -5.18 -4.65 2.74 0.00
C -3.95 -5.11 3.23 0.00
C -2.76 -4.65 2.72 0.00
C -0.33 -4.30 0.00 0.01
C -1.11 -5.29 -0.54 0.01
C -0.65 -6.61 -0.74 0.00
C 0.61 -6.97 -0.37 0.00
C 1.43 -5.97 0.25 0.00
C 1.01 -4.62 0.28 0.00
H -0.77 -3.09 3.73 0.00
H 0.71 -3.71 2.93 0.00
H 1.38 -1.18 2.59 0.00
H 1.44 -1.85 4.24 0.00
H 0.29 0.24 4.56 0.00
H -1.05 -0.86 4.60 0.00
H 1.24 1.08 -2.39 -0.02
H -0.57 4.24 -3.18 0.00
H -2.79 4.83 -2.34 0.01
H -4.22 3.04 -1.24 0.00
H -3.20 0.92 -0.59 -0.01
H 1.68 2.19 3.55 0.00
H 2.57 4.61 3.46 0.00
H 0.98 6.39 2.65 0.00
H -1.32 5.86 2.05 0.00
H -2.09 3.44 2.01 0.00
H -4.03 -2.44 0.48 0.00
H -6.15 -3.48 1.28 0.00
H -6.07 -5.10 3.08 0.00
H -4.04 -5.91 3.99 0.00
H -1.84 -5.09 3.06 0.00
H -2.17 -5.10 -0.86 0.00
H -1.40 -7.26 -1.19 0.00
H 1.12 -7.91 -0.65 0.00
H 2.39 -6.16 0.62 0.00
H 1.84 -3.85 0.33 0.00
S 1.54 1.10 0.65 0.00
C 2.24 -0.45 0.13 -0.01
S 1.55 -1.15 -1.27 0.00
C 3.41 -0.90 0.78 0.04
C 4.05 -2.09 0.36 0.00
N 4.64 -3.08 0.16 0.00
C 3.92 -0.20 1.85 0.00
N 4.36 0.51 2.67 0.00
C 2.32 4.12 -1.44 0.01
C 2.17 4.03 -2.94 0.00
C 2.77 4.95 -3.81 0.00
C 2.79 4.66 -5.18 0.00
C 2.22 3.53 -5.64 0.00
C 1.66 2.53 -4.86 0.00
C 1.15 1.27 -5.54 0.00
C 1.55 2.87 -3.46 0.01
N 0.84 2.02 -2.58 0.08
H 1.40 4.47 -0.89 0.00
H 3.17 4.74 -1.16 0.00
H 2.45 3.08 -1.07 0.00
H 3.18 5.89 -3.40 0.00
H 3.31 5.31 -5.86 0.00
H 2.17 3.26 -6.71 0.00
H 0.15 1.04 -5.22 0.00
H 1.82 0.48 -5.43 0.00
H 1.21 1.51 -6.63 0.00
Cl -1.56 -1.60 -1.84 0.06
```